{"formula": "C10H36N18O12", "method": "wB97M-V/def2-TZVPD", "relative_energy_kj_mol": 494.8, "e_lumo_ev": 3.672, "fmax_ev_per_a": 9.34, "multiplicity": 1, "mol_weight_g_mol": 600.51, "orbital_gap_ev": 8.43, "charge": -2, "symbols": ["C", "O", "O", "O", "C", "O", "N", "N", "H", "H", "H", "H", "C", "O", "N", "N", "H", "H", "H", "H", "C", "O", "N", "N", "H", "H", "H", "H", "C", "O", "N", "N", "H", "H", "H", "H", "C", "O", "N", "N", "H", "H", "H", "H", "C", "O", "N", "N", "H", "H", "H", "H", "C", "O", "N", "N", "H", "H", "H", "H", "C", "O", "N", "N", "H", "H", "H", "H", "C", "O", "N", "N", "H", "H", "H", "H"], "xyz": [[0.327, 0.134, -0.168], [1.033, -0.206, -1.100], [0.832, 0.455, 0.897], [-0.905, 0.284, -0.307], [1.730, -0.189, -4.427], [1.946, -0.110, -5.659], [0.474, -0.184, -4.038], [2.554, -0.200, -3.456], [-0.248, 0.036, -4.710], [0.311, -0.437, -3.074], [2.115, -0.272, -2.549], [3.561, -0.203, -3.539], [-4.079, -2.646, 1.477], [-3.412, -2.498, 2.446], [-5.182, -3.316, 1.347], [-3.769, -2.035, 0.401], [-5.421, -3.973, 2.077], [-5.849, -3.078, 0.627], [-3.001, -1.378, 0.393], [-4.453, -2.052, -0.342], [2.096, 3.471, -1.115], [2.405, 4.593, -1.532], [1.519, 3.259, 0.024], [2.449, 2.292, -1.606], [1.263, 2.303, 0.225], [1.190, 4.047, 0.564], [2.978, 2.191, -2.461], [1.886, 1.531, -1.254], [-2.736, 2.057, 2.130], [-3.339, 2.738, 2.903], [-1.462, 1.990, 1.922], [-3.249, 1.163, 1.378], [-0.854, 2.349, 2.644], [-1.069, 1.246, 1.363], [-2.653, 0.615, 0.774], [-4.227, 0.954, 1.521], [0.323, -2.852, 2.365], [0.364, -3.829, 3.090], [-0.700, -2.411, 1.767], [1.341, -2.018, 2.267], [-1.623, -2.783, 1.938], [-0.600, -1.595, 1.180], [1.274, -1.136, 1.780], [2.165, -2.225, 2.814], [4.349, -0.890, 0.480], [5.462, -1.234, 0.890], [3.819, 0.240, 0.709], [3.596, -1.582, -0.221], [4.343, 0.862, 1.309], [2.848, 0.475, 0.561], [2.679, -1.251, -0.487], [3.735, -2.577, -0.323], [-0.935, -2.955, -2.615], [-1.396, -3.827, -3.272], [0.357, -2.935, -2.384], [-1.574, -2.139, -1.848], [0.881, -3.653, -2.864], [0.808, -2.321, -1.720], [-1.165, -1.326, -1.410], [-2.578, -2.231, -1.903], [1.391, 1.425, 4.164], [1.544, 1.771, 5.315], [0.446, 0.595, 3.863], [2.028, 1.879, 3.167], [0.332, 0.407, 2.878], [-0.023, 0.063, 4.582], [2.795, 2.516, 3.332], [1.956, 1.465, 2.249], [-1.765, 3.041, -2.310], [-1.994, 3.840, -3.187], [-1.675, 3.181, -0.999], [-1.503, 1.800, -2.577], [-1.397, 2.438, -0.375], [-1.988, 4.056, -0.603], [-1.354, 1.146, -1.821], [-1.323, 1.640, -3.558]], "lowdin_charge": [-1.0306, -0.0711, -0.1074, -0.1072, -0.7620, -0.0469, 0.1639, 0.1881, 0.1162, 0.0537, 0.0496, 0.1293, -0.8243, 0.0677, 0.1702, 0.1850, 0.1201, 0.1096, 0.0913, 0.1165, -0.7445, -0.0108, 0.1754, 0.1785, 0.0569, 0.1241, 0.1081, 0.0505, -0.8288, 0.0450, 0.1667, 0.1718, 0.1105, 0.0491, 0.0671, 0.1191, -0.7972, 0.0035, 0.2111, 0.1713, 0.0759, 0.0844, 0.0462, 0.1193, -0.8552, -0.0161, 0.1924, 0.1921, 0.1222, 0.0600, 0.0734, 0.1310, -0.8290, 0.0406, 0.1691, 0.1940, 0.1171, 0.0779, 0.0568, 0.1007, -0.8386, 0.0038, 0.1793, 0.1972, 0.0569, 0.1332, 0.1257, 0.0601, -0.7855, 0.0162, 0.1753, 0.1661, 0.0532, 0.1143, 0.0530, 0.0977]}


{"formula": "C2H8N2O2", "method": "wB97M-V/def2-TZVPD", "relative_energy_kj_mol": 80.7, "e_lumo_ev": 0.740, "fmax_ev_per_a": 2.31, "smiles": "CNC(N)=O.O", "multiplicity": 1, "mol_weight_g_mol": 92.10, "orbital_gap_ev": 10.43, "symbols": ["C", "N", "C", "N", "O", "H", "H", "H", "H", "H", "H", "O", "H", "H"], "xyz": [[0.943, 0.825, -1.637], [0.886, -0.546, -1.217], [-0.220, -1.044, -0.579], [-0.290, -2.430, -0.552], [-0.988, -0.336, 0.050], [-0.101, 1.124, -1.840], [1.212, 1.510, -0.838], [1.308, 1.068, -2.650], [1.390, -1.347, -1.565], [-1.262, -2.684, -0.414], [0.153, -3.041, -1.219], [-0.996, 2.690, 4.046], [-1.736, 2.061, 3.988], [-0.300, 2.150, 4.426]], "nbo_charge": [-0.4355, -0.6363, 0.7725, -0.8570, -0.6480, 0.2170, 0.2111, 0.2172, 0.3819, 0.3983, 0.3786, -0.9333, 0.4686, 0.4647]}


{"formula": "C15H14Cl2O3S", "method": "wB97M-V/def2-TZVPD", "relative_energy_kj_mol": 398.7, "e_lumo_ev": -0.607, "fmax_ev_per_a": 6.77, "multiplicity": 1, "mol_weight_g_mol": 345.25, "orbital_gap_ev": 6.96, "symbols": ["C", "O", "C", "C", "C", "C", "C", "C", "C", "H", "H", "H", "H", "H", "H", "H", "H", "H", "Cl", "C", "C", "C", "C", "S", "C", "Cl", "O", "O", "C", "C", "H", "H", "H", "H", "H"], "xyz": [[2.190, 0.152, -3.066], [0.792, 0.468, -2.821], [-0.042, -0.121, -1.986], [-1.444, 0.006, -2.430], [-2.293, -1.066, -2.853], [-3.470, -0.768, -3.541], [-3.844, 0.548, -3.866], [-2.948, 1.567, -3.530], [-1.773, 1.303, -2.863], [2.653, 1.102, -3.338], [2.658, -0.233, -2.158], [2.326, -0.546, -3.900], [0.304, -0.983, -1.337], [-2.028, -2.118, -2.642], [-4.172, -1.559, -3.808], [-4.784, 0.770, -4.386], [-3.204, 2.601, -3.748], [-1.062, 2.110, -2.644], [1.233, 0.126, 7.508], [1.227, -0.035, 5.778], [1.483, 1.073, 4.966], [1.564, 0.924, 3.579], [1.358, -0.326, 3.002], [1.652, -0.546, 1.192], [0.292, -0.268, 0.001], [-0.122, 1.432, -0.133], [2.496, 0.571, 0.826], [2.137, -1.896, 1.062], [1.111, -1.436, 3.805], [1.030, -1.286, 5.192], [1.616, 2.035, 5.431], [1.759, 1.790, 2.959], [-0.472, -0.850, 0.558], [0.955, -2.411, 3.363], [0.821, -2.131, 5.829]], "nbo_charge": [-0.2479, -0.4876, 0.2689, -0.0454, -0.1964, -0.2236, -0.1864, -0.2067, -0.1929, 0.2067, 0.2127, 0.1980, 0.2894, 0.2266, 0.2192, 0.2230, 0.2150, 0.2270, 0.0155, -0.0188, -0.2319, -0.1746, -0.2923, 2.1156, -0.7601, 0.0080, -0.9751, -0.9450, -0.1794, -0.2338, 0.2308, 0.2512, 0.2175, 0.2426, 0.2303]}


{"formula": "C3H15NO3", "method": "wB97M-V/def2-TZVPD", "relative_energy_kj_mol": 44.9, "e_lumo_ev": 0.756, "fmax_ev_per_a": 1.36, "smiles": "CCCN.O.O.O", "multiplicity": 1, "mol_weight_g_mol": 113.16, "orbital_gap_ev": 10.94, "symbols": ["C", "C", "C", "N", "H", "H", "H", "H", "H", "H", "H", "H", "H", "O", "H", "H", "O", "H", "H", "O", "H", "H"], "xyz": [[-0.540, -1.826, 0.699], [0.829, -1.524, 0.100], [1.620, -0.494, 0.926], [1.699, 0.758, 0.184], [-0.561, -2.343, 1.656], [-1.123, -2.394, -0.021], [-1.066, -0.879, 0.845], [1.374, -2.393, -0.247], [0.576, -0.931, -0.785], [2.579, -0.920, 1.250], [1.088, -0.308, 1.858], [2.294, 0.688, -0.629], [2.008, 1.527, 0.764], [-0.370, 2.047, -1.755], [-0.696, 2.621, -1.034], [0.351, 1.548, -1.334], [-1.223, 1.748, 1.050], [-1.842, 1.186, 0.564], [-0.329, 1.391, 0.891], [-2.368, 0.112, -1.290], [-2.488, -0.454, -2.058], [-1.811, 0.842, -1.634]], "nbo_charge": [-0.5998, -0.4162, -0.2249, -0.8855, 0.1993, 0.2105, 0.2123, 0.2058, 0.2019, 0.1761, 0.1929, 0.3713, 0.3749, -0.9756, 0.4920, 0.4891, -0.9715, 0.4908, 0.4761, -0.9895, 0.4725, 0.4976]}


{"formula": "C27H32LuN8O", "method": "wB97M-V/def2-TZVPD", "relative_energy_kj_mol": 0.0, "e_lumo_ev": [-8.478, -8.478], "fmax_ev_per_a": 0.62, "multiplicity": 1, "mol_weight_g_mol": 659.58, "orbital_gap_ev": [6.58, 6.58], "charge": 3, "symbols": ["Lu", "C", "C", "C", "C", "C", "C", "N", "C", "C", "C", "C", "C", "C", "N", "N", "C", "C", "C", "C", "C", "N", "H", "H", "H", "H", "H", "H", "H", "H", "H", "H", "H", "H", "H", "C", "C", "O", "N", "C", "C", "C", "C", "C", "C", "N", "H", "H", "H", "H", "H", "H", "H", "H", "H", "H", "N", "C", "C", "N", "H", "H", "H", "H", "H", "H", "H", "H", "H"], "xyz": [[-0.542, 0.130, 0.035], [3.984, 2.518, 0.988], [4.424, 1.208, 1.148], [3.527, 0.160, 1.269], [2.146, 0.404, 1.261], [1.716, 1.730, 1.093], [2.624, 2.778, 0.957], [1.178, -0.618, 1.215], [1.224, -1.709, 2.018], [2.041, -1.776, 3.172], [2.083, -2.891, 3.966], [1.340, -4.054, 3.671], [0.532, -4.040, 2.582], [0.417, -2.887, 1.744], [-0.458, -3.057, 0.740], [-0.742, -2.054, -0.010], [-1.697, -2.239, -1.030], [-2.330, -3.401, -1.444], [-3.253, -3.269, -2.469], [-3.512, -2.020, -3.033], [-2.833, -0.918, -2.553], [-1.933, -1.025, -1.565], [4.699, 3.324, 0.912], [5.486, 1.005, 1.190], [3.891, -0.852, 1.393], [0.652, 2.002, 1.143], [2.263, 3.793, 0.856], [2.621, -0.908, 3.451], [2.705, -2.872, 4.852], [1.410, -4.921, 4.311], [-0.080, -4.888, 2.310], [-2.108, -4.348, -0.977], [-3.781, -4.141, -2.831], [-4.235, -1.910, -3.828], [-3.004, 0.076, -2.948], [-1.819, 1.809, 3.904], [-2.229, 1.382, 2.536], [-1.536, 0.550, 1.890], [-3.324, 1.888, 1.988], [-3.801, 1.498, 0.666], [-3.164, 2.273, -0.468], [-3.931, 3.141, -1.230], [-3.350, 3.835, -2.282], [-1.999, 3.656, -2.534], [-1.301, 2.789, -1.715], [-1.851, 2.089, -0.714], [-1.268, 1.001, 4.377], [-2.670, 2.096, 4.519], [-1.159, 2.675, 3.814], [-3.881, 2.528, 2.536], [-4.877, 1.655, 0.647], [-3.637, 0.423, 0.545], [-4.980, 3.271, -1.003], [-3.943, 4.509, -2.886], [-1.495, 4.184, -3.330], [-0.233, 2.655, -1.864], [3.683, -0.716, -3.752], [3.477, -0.953, -2.264], [2.020, -1.047, -1.831], [1.279, 0.229, -1.721], [4.683, -0.698, -3.977], [3.292, 0.175, -4.066], [3.263, -1.461, -4.316], [4.002, -0.149, -1.748], [3.990, -1.890, -2.051], [2.032, -1.507, -0.842], [1.453, -1.725, -2.474], [0.954, 0.546, -2.630], [1.866, 0.958, -1.312]], "nbo_charge": [1.9735, -0.2182, -0.1735, -0.2911, 0.2347, -0.3424, -0.1675, -0.7840, 0.2322, -0.3065, -0.0707, -0.2500, -0.1157, 0.0589, -0.0722, -0.4991, 0.3607, -0.2506, -0.0909, -0.2475, 0.0715, -0.6010, 0.2500, 0.2444, 0.2373, 0.1955, 0.2393, 0.2317, 0.2438, 0.2531, 0.2446, 0.2685, 0.2563, 0.2577, 0.2121, -0.7084, 0.7547, -0.7769, -0.5362, -0.2641, 0.2218, -0.2156, -0.1009, -0.2185, 0.0498, -0.5734, 0.2697, 0.2589, 0.2671, 0.4375, 0.2552, 0.2395, 0.2521, 0.2611, 0.2556, 0.1908, -0.6734, -0.2413, -0.2585, -0.8946, 0.4644, 0.4405, 0.4506, 0.2449, 0.2561, 0.2686, 0.2284, 0.3938, 0.4159]}


{"formula": "C41H47BHgN14SSe", "method": "wB97M-V/def2-TZVPD", "relative_energy_kj_mol": 0.0, "e_lumo_ev": 4.147, "fmax_ev_per_a": 0.61, "multiplicity": 1, "mol_weight_g_mol": 1058.35, "orbital_gap_ev": 3.79, "charge": -2, "symbols": ["Hg", "C", "C", "C", "C", "N", "N", "B", "N", "C", "C", "C", "C", "N", "N", "C", "C", "C", "C", "N", "N", "C", "C", "C", "C", "N", "H", "H", "H", "H", "H", "H", "H", "H", "H", "H", "H", "H", "H", "H", "H", "H", "H", "H", "H", "H", "C", "C", "C", "C", "N", "C", "C", "C", "C", "C", "C", "N", "H", "H", "H", "H", "H", "H", "H", "H", "S", "C", "N", "C", "C", "N", "H", "H", "H", "H", "H", "H", "C", "N", "C", "C", "N", "C", "C", "Se", "H", "H", "H", "H", "H", "H", "H", "H", "C", "C", "C", "C", "C", "C", "C", "H", "H", "H", "H", "H"], "xyz": [[-0.786, 0.152, 0.382], [-0.869, -2.771, -2.651], [0.628, -2.780, -2.645], [1.518, -3.521, -3.457], [2.767, -3.195, -2.981], [2.604, -2.314, -1.969], [1.293, -2.057, -1.765], [3.695, -1.679, -1.102], [3.723, -0.143, -1.193], [4.786, 0.687, -1.122], [4.313, 1.977, -1.102], [2.906, 1.838, -1.169], [1.842, 2.889, -1.171], [2.572, 0.557, -1.218], [3.546, -2.107, 0.388], [4.332, -1.664, 1.392], [3.849, -2.185, 2.571], [2.733, -2.953, 2.174], [1.771, -3.714, 3.032], [2.566, -2.899, 0.862], [5.079, -2.220, -1.575], [5.708, -3.317, -1.104], [6.766, -3.592, -1.940], [6.698, -2.589, -2.928], [7.587, -2.386, -4.115], [5.677, -1.776, -2.703], [-1.265, -3.187, -3.580], [-1.259, -1.761, -2.526], [-1.260, -3.366, -1.822], [1.280, -4.198, -4.262], [3.749, -3.509, -3.298], [5.792, 0.302, -1.119], [4.893, 2.886, -1.069], [2.007, 3.626, -1.961], [1.808, 3.428, -0.220], [0.863, 2.435, -1.321], [5.160, -1.001, 1.197], [4.229, -2.026, 3.568], [2.043, -3.628, 4.085], [1.752, -4.772, 2.766], [0.761, -3.320, 2.906], [5.353, -3.818, -0.218], [7.486, -4.390, -1.850], [8.540, -2.899, -3.979], [7.781, -1.324, -4.269], [7.124, -2.772, -5.026], [-4.533, 3.332, -0.204], [-5.005, 3.255, -1.504], [-4.198, 2.703, -2.487], [-2.927, 2.254, -2.142], [-2.462, 2.367, -0.899], [-3.246, 2.871, 0.046], [-2.050, 1.538, -3.115], [-2.586, 0.909, -4.237], [-1.751, 0.181, -5.068], [-0.407, 0.086, -4.755], [0.041, 0.747, -3.619], [-0.749, 1.466, -2.829], [-5.127, 3.726, 0.612], [-6.001, 3.606, -1.751], [-4.557, 2.617, -3.504], [-2.831, 2.874, 1.053], [-3.649, 0.952, -4.431], [-2.155, -0.334, -5.932], [0.278, -0.510, -5.343], [1.076, 0.667, -3.304], [-0.665, 3.828, 2.954], [0.784, 2.978, 2.804], [0.769, 1.668, 2.864], [2.106, 1.158, 3.092], [2.937, 2.274, 2.446], [2.083, 3.470, 2.675], [-0.195, 1.332, 3.171], [2.264, 0.181, 2.635], [2.316, 1.098, 4.167], [3.070, 2.087, 1.379], [3.913, 2.392, 2.915], [2.152, 4.162, 1.943], [-6.031, 0.457, 1.441], [-5.158, -0.690, 1.613], [-4.885, -1.308, 2.816], [-3.956, -2.251, 2.577], [-3.668, -2.206, 1.228], [-2.685, -3.027, 0.544], [-4.409, -1.241, 0.628], [-4.354, -0.811, -1.155], [-6.941, 0.306, 2.020], [-6.266, 0.539, 0.382], [-5.530, 1.363, 1.780], [-5.348, -0.996, 3.732], [-3.456, -2.930, 3.244], [-2.106, -3.564, 1.292], [-2.022, -2.392, -0.040], [-3.182, -3.731, -0.125], [-1.684, 2.410, 3.295], [-3.005, 2.729, 3.597], [-3.927, 1.681, 4.005], [-5.226, 1.931, 4.372], [-5.801, 3.216, 4.315], [-4.960, 4.252, 3.889], [-3.639, 4.041, 3.554], [-3.532, 0.671, 4.051], [-5.835, 1.101, 4.726], [-6.828, 3.396, 4.609], [-5.351, 5.265, 3.830], [-3.052, 4.907, 3.258]], "lowdin_charge": [0.5368, -0.0484, -0.3712, -0.0519, -0.0884, 0.0055, 0.1202, -0.6648, 0.0036, -0.1118, -0.0569, -0.3849, -0.0444, 0.1259, -0.0089, -0.1101, -0.0616, -0.3799, -0.0524, 0.1360, -0.0218, -0.0857, -0.0478, -0.3824, -0.0575, 0.1182, 0.0707, 0.0404, 0.0526, 0.0774, 0.1024, 0.1034, 0.0833, 0.0719, 0.0504, 0.0277, 0.1129, 0.0857, 0.0628, 0.0642, 0.0652, 0.1183, 0.0822, 0.0619, 0.0670, 0.0665, -0.0634, -0.0872, -0.0604, -0.2861, 0.0731, -0.1314, -0.2440, -0.0414, -0.0855, -0.0770, -0.1333, 0.1167, 0.0984, 0.0959, 0.0942, 0.0672, 0.0965, 0.0973, 0.0997, 0.0928, 0.8865, -0.7195, -0.0436, -0.1439, -0.1478, 0.0135, 0.0333, 0.0960, 0.1144, 0.0874, 0.1047, 0.1006, -0.0384, -0.1043, -0.0716, -0.0583, -0.1354, -0.0960, -0.7588, 0.5419, 0.0899, 0.0403, 0.0719, 0.1060, 0.1133, 0.0871, -0.0292, 0.0828, -0.4517, -0.4547, -0.1209, -0.2000, -0.1943, -0.1850, -0.1418, 0.0749, 0.0723, 0.0490, 0.0767, 0.0485]}